(1)
49
Properties=species:S:1:pos:R:3 method="wB97M-V/def2-TZVPD" lumo_energy_ha="0.144 / 0.143" homo_energy_ha="-0.06068 / -0.06426" multiplicity=2 orbital_gap_ha="0.2050 / 0.2068" charge=-2 s_squared=0.770
Au -0.794 -1.244 -0.688
Br -4.472 4.591 2.304
C -3.477 3.523 1.094
C -2.586 4.145 0.174
Br -2.400 6.031 0.182
C -1.873 3.387 -0.720
Br -0.691 4.153 -1.976
C -1.975 1.948 -0.776
O -1.366 1.260 -1.601
C -2.894 1.294 0.206
O -3.024 0.067 0.206
C -3.623 2.159 1.099
Br -4.797 1.271 2.284
C 4.951 3.404 -2.263
C 4.018 2.657 -1.344
C 4.452 2.216 -0.100
C 3.600 1.519 0.747
C 2.298 1.252 0.353
C 1.849 1.683 -0.889
C 2.706 2.384 -1.723
S 1.170 0.342 1.413
O -0.021 1.160 1.463
O 1.912 0.164 2.652
N 0.882 -1.005 0.684
C 1.911 -2.030 0.730
C 1.656 -3.284 -0.142
O 2.515 -4.178 -0.012
O 0.629 -3.327 -0.871
H 5.749 2.754 -2.632
H 5.425 4.245 -1.752
H 4.415 3.796 -3.129
H 5.472 2.421 0.215
H 3.927 1.175 1.720
H 0.827 1.482 -1.192
H 2.344 2.729 -2.686
H 2.051 -2.401 1.749
H 2.889 -1.644 0.409
O -2.576 -2.634 -1.713
N -2.697 -3.407 -0.673
C -1.956 -4.531 -0.580
C -2.075 -5.354 0.519
C -2.958 -5.034 1.537
C -3.705 -3.871 1.420
C -3.563 -3.070 0.311
H -1.230 -4.653 -1.368
H -1.432 -6.221 0.577
H -3.044 -5.662 2.414
H -4.382 -3.550 2.200
H -4.039 -2.112 0.169


(2)
44
Properties=species:S:1:pos:R:3 method="wB97M-V/def2-TZVPD" lumo_energy_ha=-0.148 homo_energy_ha=-0.46389 multiplicity=1 orbital_gap_ha=0.3156 charge=+1
Be -0.021 0.370 -0.003
C -0.385 0.409 4.282
C 0.951 0.433 4.646
C 1.924 0.395 3.657
C 1.515 0.331 2.335
N 0.226 0.296 1.987
C -0.702 0.340 2.934
C 2.414 0.320 1.166
C 3.799 0.328 1.206
C 4.496 0.333 0.008
C 3.805 0.328 -1.194
C 2.419 0.319 -1.160
N 1.757 0.315 0.001
C 1.525 0.331 -2.333
C 1.937 0.394 -3.653
C 0.968 0.433 -4.645
C -0.369 0.409 -4.285
C -0.691 0.340 -2.938
N 0.234 0.296 -1.989
H -1.169 0.447 5.024
H 1.237 0.488 5.687
H 2.972 0.421 3.916
H -1.735 0.320 2.605
H 4.323 0.334 2.150
H 5.577 0.346 0.010
H 4.334 0.334 -2.135
H 2.987 0.421 -3.909
H 1.257 0.488 -5.686
H -1.152 0.447 -5.029
H -1.724 0.320 -2.612
O -5.369 0.189 -0.004
C -4.938 -1.055 -0.002
O -5.661 -2.013 0.000
C -3.452 -1.246 -0.003
C -2.832 -2.479 -0.001
N -1.506 -2.264 -0.002
N -1.222 -0.962 -0.004
C -2.390 -0.327 -0.004
C -2.287 1.175 -0.004
O -3.299 1.859 -0.004
O -1.064 1.581 -0.004
H -4.648 0.867 -0.007
H -3.277 -3.461 0.000
H -0.769 -2.948 -0.002


(3)
44
Properties=species:S:1:pos:R:3 method="wB97M-V/def2-TZVPD" lumo_energy_ha="-0.505 / -0.508" homo_energy_ha="-0.68167 / -0.67982" multiplicity=1 orbital_gap_ha="0.1771 / 0.1723" charge=+3
Ru 0.063 0.324 -0.540
O -0.054 0.458 1.365
C -0.694 -0.406 2.070
C -1.476 -1.469 1.599
C -2.000 -2.363 2.565
C -2.772 -3.412 2.152
C -3.100 -3.615 0.806
C -2.638 -2.736 -0.153
C -1.830 -1.658 0.220
O -1.501 -0.770 -0.705
N -3.286 -4.372 3.173
O -3.890 -5.319 2.744
O -3.060 -4.081 4.321
H -0.597 -0.229 3.142
H -1.798 -2.249 3.625
H -3.722 -4.464 0.546
H -2.904 -2.852 -1.196
N -5.182 3.184 -2.487
C -4.127 3.226 -2.040
C -2.804 3.276 -1.491
C -2.188 4.473 -1.132
C -0.908 4.432 -0.590
C -0.280 3.219 -0.422
N -0.880 2.066 -0.797
C -2.122 2.081 -1.309
H -2.707 5.414 -1.266
H -0.400 5.336 -0.283
H 0.694 3.140 0.043
H -2.567 1.138 -1.591
N 3.586 1.154 -2.338
C 2.331 1.398 -2.097
N 1.905 0.707 -0.981
C 3.018 -0.032 -0.537
C 3.168 -0.894 0.540
C 4.422 -1.476 0.703
C 5.480 -1.196 -0.159
C 5.339 -0.313 -1.232
C 4.088 0.242 -1.390
H 4.116 1.578 -3.095
H 1.713 2.058 -2.687
H 2.375 -1.098 1.249
H 4.585 -2.155 1.529
H 6.439 -1.664 0.012
H 6.167 -0.080 -1.887


(4)
44
Properties=species:S:1:pos:R:3 method="wB97M-V/def2-TZVPD" lumo_energy_ha=-0.273 homo_energy_ha=-0.55563 multiplicity=1 orbital_gap_ha=0.2822 charge=+2
Y 1.251 0.473 -0.612
C -1.751 2.502 -3.425
C -2.714 1.542 -3.679
C -2.563 0.266 -3.149
C -1.452 -0.020 -2.379
N -0.515 0.922 -2.127
C -0.669 2.152 -2.639
C -1.198 -1.367 -1.793
C -1.999 -2.468 -2.050
C -1.659 -3.686 -1.485
C -0.527 -3.788 -0.692
C 0.236 -2.653 -0.473
N -0.112 -1.468 -1.005
C 1.491 -2.663 0.336
C 1.954 -3.793 0.988
C 3.140 -3.729 1.708
C 3.838 -2.535 1.766
C 3.316 -1.445 1.098
N 2.175 -1.498 0.395
H -1.831 3.505 -3.820
H -3.579 1.777 -4.284
H -3.314 -0.484 -3.342
H 0.105 2.874 -2.404
H -2.866 -2.392 -2.687
H -2.268 -4.560 -1.673
H -0.250 -4.742 -0.269
H 1.407 -4.722 0.944
H 3.511 -4.608 2.217
H 4.765 -2.444 2.314
H 3.831 -0.490 1.125
O -0.129 5.306 2.872
C -0.707 4.224 3.356
O -1.433 4.224 4.308
C -0.438 2.907 2.673
C -1.017 1.736 3.137
N -0.618 0.741 2.341
N 0.201 1.178 1.365
C 0.314 2.505 1.570
C 1.169 3.276 0.606
O 1.305 4.467 0.691
O 1.699 2.499 -0.313
H 0.428 5.127 2.086
H -1.673 1.589 3.980
H -0.850 -0.235 2.424


(5)
44
Properties=species:S:1:pos:R:3 method="wB97M-V/def2-TZVPD" lumo_energy_ha="-0.292 / -0.297" homo_energy_ha="-0.50409 / -0.50424" multiplicity=2 orbital_gap_ha="0.2125 / 0.2077" charge=+2 s_squared=0.755
Ti -0.042 0.300 -0.080
O -3.330 -0.681 2.076
C -2.143 -0.469 1.624
O -1.800 -0.605 0.446
C -1.056 -0.122 2.614
C -1.085 -0.164 3.998
C 0.130 -0.034 4.666
C 1.317 0.072 3.943
C 1.233 0.119 2.561
N 0.066 0.064 1.940
C 2.320 0.073 1.506
O 3.584 0.073 1.757
O 1.929 -0.029 0.340
H -3.939 -0.930 1.358
H -2.012 -0.318 4.533
H 0.157 -0.060 5.747
H 2.265 0.101 4.462
H 3.822 0.158 2.692
O -0.319 2.045 0.114
C -0.708 2.504 -1.233
C -1.835 1.578 -1.662
C -1.826 0.545 -2.573
C -3.078 -0.114 -2.669
C -4.021 0.465 -1.875
S -3.392 1.746 -0.935
C 0.494 2.302 -2.132
C 1.199 1.139 -2.333
C 2.282 1.269 -3.232
C 2.376 2.552 -3.692
S 1.172 3.571 -3.048
C -1.142 3.931 -1.127
C -2.079 4.564 -1.891
C -2.155 5.949 -1.606
C -1.276 6.325 -0.634
S -0.346 5.015 -0.057
H -0.989 0.332 -3.223
H -3.281 -0.924 -3.352
H -5.069 0.217 -1.815
H 0.960 0.129 -1.963
H 2.943 0.469 -3.522
H 3.095 2.948 -4.388
H -2.678 4.068 -2.643
H -2.837 6.628 -2.093
H -1.136 7.306 -0.210


(6)
48
Properties=species:S:1:pos:R:3 method="wB97M-V/def2-TZVPD" lumo_energy_ha=-0.319 homo_energy_ha=-0.55447 multiplicity=1 orbital_gap_ha=0.2353 charge=+2
Mn 1.680 1.613 -0.420
S 5.129 4.038 2.237
As 3.866 3.165 0.744
S 1.771 3.616 0.437
S 3.658 1.050 0.334
S 5.487 4.379 0.097
F 2.464 0.995 -4.707
C 2.462 2.291 -4.384
F 3.391 2.924 -5.064
F 1.263 2.800 -4.663
C 2.725 2.429 -2.866
O 3.604 3.067 -2.381
O 1.800 1.730 -2.154
N 0.672 0.788 0.435
P -0.567 -0.415 0.578
C -1.029 -0.855 -1.068
C -2.380 -0.899 -1.418
C -2.733 -1.294 -2.701
C -1.748 -1.630 -3.618
C -0.401 -1.589 -3.267
C -0.036 -1.208 -1.991
C -1.864 0.369 1.472
C -2.322 -0.191 2.666
C -3.387 0.405 3.324
C -3.975 1.547 2.799
C -3.515 2.106 1.609
C -2.462 1.519 0.937
C 0.250 -1.702 1.460
C 0.201 -3.010 0.974
C 0.813 -4.019 1.700
C 1.471 -3.720 2.885
C 1.523 -2.414 3.365
C 0.912 -1.397 2.658
H -3.146 -0.633 -0.701
H -3.776 -1.335 -2.982
H -2.030 -1.932 -4.618
H 0.357 -1.859 -3.990
H 1.013 -1.199 -1.714
H -1.862 -1.083 3.071
H -3.758 -0.023 4.245
H -4.805 2.007 3.318
H -3.986 2.993 1.209
H -2.116 1.939 -0.001
H -0.313 -3.238 0.049
H 0.776 -5.038 1.341
H 1.948 -4.513 3.445
H 2.037 -2.197 4.291
H 0.939 -0.379 3.031


(7)
43
Properties=species:S:1:pos:R:3 method="wB97M-V/def2-TZVPD" lumo_energy_ha="0.091 / 0.091" homo_energy_ha="-0.13988 / -0.13288" multiplicity=2 orbital_gap_ha="0.2311 / 0.2242" charge=-1 s_squared=1.115
Co -0.630 -0.105 -0.195
S -0.390 -2.195 1.024
C 0.716 -2.978 -0.060
C 0.852 -4.378 -0.082
C 1.713 -5.014 -0.955
C 2.491 -4.288 -1.852
C 2.395 -2.906 -1.845
C 1.530 -2.267 -0.968
S 1.462 -0.487 -0.961
C 2.382 -0.185 0.577
C 1.714 0.783 1.514
C 2.431 1.197 2.633
C 1.844 2.075 3.516
C 0.567 2.534 3.244
C -0.093 2.084 2.110
C -1.461 2.598 1.807
S -1.523 3.753 0.399
C -1.915 2.610 -0.892
C -1.235 2.563 -2.060
C -1.356 1.562 -3.082
C -1.706 0.249 -2.886
C -2.102 -0.431 -1.702
C -2.516 0.243 -0.490
S -4.105 -0.062 0.381
N 0.472 1.201 1.262
H 0.244 -4.955 0.603
H 1.774 -6.097 -0.942
H 3.157 -4.789 -2.542
H 2.990 -2.305 -2.522
H 3.385 0.175 0.339
H 2.478 -1.148 1.080
H 3.430 0.815 2.798
H 2.371 2.405 4.403
H 0.078 3.239 3.902
H -1.856 3.144 2.662
H -2.136 1.763 1.615
H -0.485 3.333 -2.210
H -0.974 1.836 -4.058
H -1.599 -0.397 -3.754
H -2.293 -1.494 -1.776
Se -5.160 3.011 0.519
C -4.054 1.663 0.054
N -2.888 1.642 -0.609


(8)
38
Properties=species:S:1:pos:R:3 method="wB97M-V/def2-TZVPD" lumo_energy_ha=-0.122 homo_energy_ha=-0.23364 multiplicity=1 orbital_gap_ha=0.1119
F 3.440 3.015 1.960
C 3.007 1.730 1.962
C 3.922 0.689 1.972
C 3.487 -0.622 1.953
C 2.143 -0.902 1.918
C 1.173 0.128 1.898
C -0.193 -0.261 1.852
C -1.418 0.457 1.903
C -2.612 -0.300 1.921
C -3.844 0.301 1.955
C -3.943 1.679 1.973
C -2.797 2.453 1.971
C -1.558 1.861 1.943
C 1.660 1.450 1.930
H 4.972 0.919 1.979
H 4.206 -1.425 1.968
H 1.818 -1.928 1.929
H -0.326 -1.328 1.769
H -2.547 -1.374 1.930
H -4.738 -0.299 1.969
H -4.912 2.147 1.983
H -2.884 3.528 1.983
H -0.698 2.495 1.958
H 1.003 2.290 1.910
C 0.642 -2.225 -4.840
C 0.045 -0.979 -4.839
C -0.262 -0.391 -3.613
C 0.038 -1.064 -2.400
C 0.642 -2.320 -2.422
C 0.937 -2.886 -3.648
N -0.371 -0.262 -1.365
C -0.875 0.816 -1.959
N -0.846 0.808 -3.289
H 0.886 -2.695 -5.780
H -0.182 -0.464 -5.756
H 0.869 -2.824 -1.500
H 1.405 -3.858 -3.684
H -1.287 1.644 -1.396


| no. | molecular weight (g/mol) | E_tot (eV) |
| --- | --- | --- |
| 1 | 942.989 | -332976.1831 |
| 2 | 397.375 | -37009.3775 |
| 3 | 489.433 | -39155.5068 |
| 4 | 477.269 | -37641.6100 |
| 5 | 492.402 | -88302.3485 |
| 6 | 647.441 | -179493.0416 |
| 7 | 549.515 | -170278.4810 |
| 8 | 302.352 | -26677.8756 |